{
  "formula": "C48H42F9N4O3SSb2Ti",
  "method": "wB97M-V/def2-TZVPD",
  "elements": ["Ti", "C", "C", "C", "Sb", "C", "C", "C", "C", "C", "C", "C", "C", "C", "C", "C", "C", "Sb", "C", "C", "C", "C", "C", "C", "C", "C", "C", "C", "C", "C", "H", "H", "H", "H", "H", "H", "H", "H", "H", "H", "H", "H", "H", "H", "H", "H", "H", "H", "H", "H", "H", "H", "H", "H", "H", "H", "S", "N", "C", "C", "C", "C", "C", "N", "C", "C", "N", "C", "C", "C", "C", "C", "N", "H", "H", "H", "H", "H", "H", "O", "C", "C", "C", "O", "C", "C", "H", "H", "H", "H", "H", "H", "H", "H", "H", "H", "F", "C", "F", "F", "C", "O", "C", "F", "F", "F", "C", "F", "F", "F"],
  "xyz": [[-8.0796, 8.6703, 22.5326], [-6.0498, 7.1820, 14.9301], [-5.2521, 5.8482, 15.0433], [-4.4461, 5.7567, 16.3874], [-5.7556, 5.6532, 18.1738], [-6.1018, 3.5526, 18.1967], [-5.8268, 2.7982, 19.2862], [-6.0323, 1.4233, 19.3272], [-6.6749, 0.7646, 18.2868], [-7.1152, 1.5663, 17.2296], [-6.8223, 2.9061, 17.1529], [-9.3807, 6.1247, 20.9895], [-10.1693, 6.0805, 19.8371], [-10.5362, 4.7995, 19.3844], [-9.9294, 3.6337, 19.8486], [-9.0871, 3.7073, 20.9518], [-8.8498, 4.9516, 21.5771], [-7.6828, 7.0850, 16.3182], [-9.3971, 6.4062, 15.0564], [-9.7921, 6.9665, 13.8510], [-10.8904, 6.4550, 13.2171], [-11.6365, 5.4000, 13.7123], [-11.2324, 4.8728, 14.9276], [-10.1543, 5.4505, 15.6470], [-8.3133, 9.2008, 16.3029], [-9.5825, 9.4942, 15.8425], [-9.7546, 10.7990, 15.3548], [-8.7921, 11.7826, 15.4801], [-7.6029, 11.4842, 16.1186], [-7.3726, 10.1654, 16.5071], [-6.3383, 7.3623, 13.8780], [-5.4105, 8.0467, 15.1994], [-4.5361, 5.6849, 14.1814], [-5.8850, 4.9283, 15.0427], [-3.7906, 6.6520, 16.5272], [-3.8359, 4.8474, 16.4690], [-5.3104, 3.2614, 20.1641], [-5.6906, 0.7845, 20.2242], [-6.9911, -0.2806, 18.3369], [-7.6196, 1.1479, 16.3201], [-7.1259, 3.3989, 16.2590], [-10.6294, 7.0050, 19.4672], [-11.2848, 4.6844, 18.5663], [-10.1613, 2.6248, 19.5088], [-8.5380, 2.8173, 21.3207], [-8.3651, 5.0281, 22.5567], [-9.2583, 7.8034, 13.4159], [-11.0998, 6.7865, 12.1825], [-12.5436, 5.0648, 13.1640], [-11.7396, 3.9665, 15.2934], [-9.9605, 5.0715, 16.6034], [-10.3811, 8.7469, 15.8564], [-10.6779, 11.0787, 14.8618], [-9.0044, 12.7771, 15.1550], [-6.8864, 12.3154, 16.2830], [-6.4203, 9.8213, 16.9463], [-0.5525, 7.3665, 22.2014], [-1.6684, 6.9100, 23.3020], [-2.8110, 7.4240, 22.9082], [-4.0467, 7.1995, 23.6018], [-4.2827, 6.3919, 24.7171], [-5.5987, 6.1244, 25.1708], [-6.6637, 6.7067, 24.5236], [-6.4540, 7.5063, 23.4250], [-5.1980, 7.7388, 22.9522], [-5.1055, 8.4940, 21.7289], [-6.3166, 8.9007, 21.1902], [-6.3356, 9.6900, 20.0956], [-5.1414, 10.1725, 19.5393], [-3.9360, 9.6223, 19.9174], [-3.8830, 8.8065, 21.0548], [-2.7234, 8.1789, 21.6345], [-1.4785, 8.1577, 21.1595], [-3.4516, 5.8598, 25.2125], [-5.7835, 5.3858, 25.9732], [-7.6824, 6.4232, 24.6933], [-7.2943, 9.8745, 19.6458], [-5.1949, 10.8509, 18.7083], [-3.0256, 9.8581, 19.3919], [-9.2353, 8.4760, 20.9485], [-8.9305, 7.3616, 21.5412], [-6.6530, 12.0975, 22.4333], [-8.0364, 11.7089, 22.9493], [-8.7006, 10.7028, 22.1746], [-9.4376, 11.2810, 21.0500], [-10.8109, 11.6596, 21.6018], [-6.0863, 12.7258, 23.1654], [-6.7347, 12.7262, 21.5213], [-6.0647, 11.2177, 22.2033], [-8.7395, 12.5151, 22.9032], [-8.0119, 11.2829, 23.9849], [-9.5420, 10.5684, 20.2178], [-8.8720, 12.1407, 20.6949], [-11.1295, 11.0407, 22.4293], [-11.5451, 11.5586, 20.7956], [-10.7158, 12.6885, 21.9167], [-11.3417, 8.6098, 24.1290], [-10.4941, 8.0644, 25.0506], [-9.9133, 6.9278, 24.5344], [-11.2750, 7.7393, 26.1158], [-9.3965, 9.0866, 25.3776], [-8.6329, 9.1671, 24.2304], [-8.5208, 8.6581, 26.5367], [-7.1932, 9.0491, 26.4155], [-8.5017, 7.2779, 26.5851], [-9.0023, 9.0829, 27.7117], [-9.9805, 10.4830, 25.7284], [-10.5726, 11.1063, 24.6628], [-9.0493, 11.3370, 26.2542], [-10.9663, 10.3806, 26.6498]],
  "energy_ha": -4925.5104,
  "spin_multiplicity": 2,
  "e_above_lowest_kcal_mol": 0.1,
  "charge": 2,
  "e_lumo_ha": [-0.235, -0.235],
  "gap_ev": [5.6, 7.4]
}